{
  "formula": "C5H11N3O",
  "method": "ωB97M-V/def2-TZVPD",
  "max_force_ev_per_a": 6.0,
  "de_lowest_kj_mol": 586.6,
  "homo_energy_ha": -0.25460,
  "spin_multiplicity": 1,
  "e_tot_ev": -11875.6908,
  "orbital_gap_ha": 0.2744,
  "elements": ["H", "H", "N", "H", "H", "H", "H", "H", "C", "H", "C", "C", "H", "C", "C", "H", "N", "O", "H", "N"],
  "xyz": [[-3.30493, 1.63440, -1.33454], [3.09339, -0.76306, -0.74432], [3.04421, -1.04328, 0.24027], [0.26280, -0.98124, 2.68716], [-1.42739, -0.21133, 2.55248], [-1.53816, 1.71906, -1.55508], [-2.41314, 0.23885, -1.98574], [1.28434, 0.90288, -1.75600], [-0.48918, -0.49125, 2.08585], [1.55603, -2.29488, 0.15086], [-2.14794, 0.51128, 0.11811], [0.39880, -0.32098, -0.36488], [3.37304, -0.27976, 0.82042], [-2.37024, 1.07044, -1.27988], [-0.35863, -0.34639, 0.79322], [0.06415, -0.95187, -1.19057], [1.02238, 0.86024, -0.78225], [-2.98875, 0.61562, 0.97150], [1.16386, 1.55989, -0.06789], [1.77536, -1.42862, 0.64128]]
}